ORCA calculation (ωB97M-V/def2-TZVPD) on a cluster of 10 separate species, C30H45Cl6FO21 in total in a non-equilibrium geometry.

Computed properties:
- E_HOMO: -10.42 eV
- Max |F|: 0.135 hartree/bohr
- Structure (SMILES): O=C1OC[C@@H](F)O1.C[C@H]1COC(=O)O1.C[C@H]1COC(=O)O1.C[C@H]1COC(=O)O1.C[C@H]1COC(=O)O1.C[C@H]1COC(=O)O1.C[C@H]1COC(=O)O1.ClCCl.ClCCl.ClCCl
- E_LUMO: -0.1 eV

Last column: Mulliken charge in e.
Geometry (Å):
O (1.846, 4.115, 2.124)  -0.56
C (1.684, 5.146, 1.465)  0.75
O (2.563, 5.533, 0.517)  -0.35
C (2.048, 6.626, -0.219)  -0.41
C (0.997, 7.162, 0.655)  0.39
F (-0.055, 7.577, -0.038)  -0.27
O (0.712, 6.052, 1.416)  -0.32
H (2.862, 7.339, -0.354)  0.25
H (1.731, 6.360, -1.227)  0.27
H (1.390, 7.961, 1.284)  0.25
C (-5.605, 0.652, 3.678)  -1.33
C (-6.559, -0.585, 3.783)  0.38
C (-7.801, -0.533, 4.758)  -0.33
O (-8.832, -0.959, 3.900)  -0.32
C (-8.380, -1.028, 2.643)  0.63
O (-9.139, -1.080, 1.660)  -0.61
O (-7.138, -0.747, 2.517)  -0.25
H (-4.809, 0.344, 3.000)  0.31
H (-5.112, 1.039, 4.569)  0.38
H (-6.120, 1.490, 3.207)  0.34
H (-6.020, -1.501, 4.024)  0.23
H (-7.922, 0.485, 5.130)  0.26
H (-7.746, -1.325, 5.505)  0.30
C (-4.436, -4.954, 1.327)  -1.39
C (-3.153, -4.057, 1.236)  0.51
C (-2.062, -4.207, 2.334)  -0.42
O (-0.937, -4.349, 1.601)  -0.28
C (-1.182, -4.701, 0.298)  0.62
O (-0.365, -5.085, -0.553)  -0.56
O (-2.551, -4.441, 0.079)  -0.40
H (-5.218, -4.540, 1.963)  0.30
H (-4.228, -5.932, 1.763)  0.37
H (-4.868, -5.248, 0.371)  0.36
H (-3.381, -2.995, 1.146)  0.29
H (-2.235, -5.062, 2.987)  0.28
H (-2.151, -3.276, 2.894)  0.33
C (-2.208, 4.294, -2.084)  -1.54
C (-2.556, 2.893, -1.625)  0.63
C (-4.014, 2.518, -1.511)  -0.38
O (-3.951, 1.181, -1.919)  -0.30
C (-2.859, 0.871, -2.487)  0.59
O (-2.606, -0.227, -3.006)  -0.60
O (-2.048, 1.976, -2.558)  -0.29
H (-2.733, 4.526, -3.011)  0.37
H (-1.146, 4.313, -2.329)  0.32
H (-2.483, 5.072, -1.373)  0.40
H (-2.159, 2.827, -0.612)  0.22
H (-4.697, 3.149, -2.081)  0.29
H (-4.237, 2.712, -0.462)  0.30
C (-0.387, 4.397, -9.274)  -1.45
C (0.416, 4.022, -8.044)  0.51
C (-0.059, 2.855, -7.181)  -0.38
O (1.203, 2.279, -6.915)  -0.24
C (2.082, 2.579, -7.863)  0.60
O (3.210, 2.068, -7.936)  -0.59
O (1.669, 3.626, -8.575)  -0.33
H (-1.350, 4.767, -8.923)  0.39
H (-0.567, 3.516, -9.892)  0.35
H (0.136, 5.117, -9.903)  0.34
H (0.442, 4.943, -7.461)  0.21
H (-0.610, 2.147, -7.799)  0.27
H (-0.711, 3.136, -6.354)  0.31
C (2.556, 0.609, -1.910)  -1.44
C (2.278, -0.650, -1.072)  0.41
C (3.172, -0.616, 0.189)  -0.47
O (2.344, -0.117, 1.227)  -0.29
C (1.150, -0.025, 0.813)  0.63
O (0.213, 0.353, 1.475)  -0.63
O (1.072, -0.353, -0.510)  -0.28
H (2.528, 1.530, -1.328)  0.34
H (1.748, 0.732, -2.631)  0.39
H (3.516, 0.571, -2.425)  0.40
H (2.359, -1.562, -1.664)  0.34
H (4.081, -0.063, -0.047)  0.28
H (3.431, -1.631, 0.493)  0.32
C (4.731, -3.200, 7.030)  -1.39
C (4.499, -4.207, 5.829)  0.59
C (4.215, -3.490, 4.506)  -0.44
O (5.073, -4.138, 3.613)  -0.27
C (5.918, -4.914, 4.265)  0.67
O (6.905, -5.465, 3.724)  -0.63
O (5.701, -4.892, 5.539)  -0.33
H (5.246, -3.709, 7.844)  0.34
H (3.872, -2.700, 7.477)  0.38
H (5.325, -2.320, 6.784)  0.37
H (3.734, -4.941, 6.082)  0.26
H (4.430, -2.422, 4.533)  0.24
H (3.211, -3.635, 4.108)  0.24
Cl (1.706, 1.192, 7.846)  -0.14
C (0.420, 0.777, 6.707)  -0.15
Cl (0.313, -1.063, 6.459)  -0.18
H (-0.547, 1.171, 7.021)  0.30
H (0.777, 1.075, 5.721)  0.18
Cl (6.600, -3.978, -1.625)  -0.13
C (8.389, -3.877, -1.643)  -0.26
Cl (9.026, -5.252, -2.512)  -0.15
H (8.666, -2.932, -2.111)  0.26
H (8.773, -3.831, -0.624)  0.28
Cl (1.131, -4.200, -7.077)  -0.17
C (1.304, -2.959, -5.804)  -0.14
Cl (2.848, -2.103, -5.824)  -0.15
H (0.485, -2.256, -5.949)  0.24
H (1.196, -3.345, -4.791)  0.21

ORCA calculation (ωB97M-V/def2-TZVPD) on a cluster of 5 separate species, C24H39N2O17P in total in a non-equilibrium geometry.

Computed properties:
- E_HOMO: -8.81 eV
- Max |F|: 0.060 hartree/bohr
- Structure (SMILES): Nc1c(O)c(P(O)O)cc2c1C(=O)NC2=O.CCOC(=O)OC.CCOC(=O)OC.CCOC(=O)OC.CCOC(=O)OC
- E_LUMO: -0.7 eV

Last column: Mulliken charge in e.
Geometry (Å):
N (-0.971, -3.142, -1.665)  -0.57
C (0.354, -2.648, -1.523)  0.48
C (0.905, -1.575, -2.383)  0.01
O (0.083, -1.053, -3.377)  -0.52
C (2.268, -1.087, -2.194)  0.52
P (2.831, 0.249, -3.413)  0.14
O (3.987, 1.183, -2.614)  -0.41
O (3.724, -0.652, -4.557)  -0.47
C (3.171, -1.618, -1.111)  -0.39
C (2.599, -2.654, -0.286)  0.06
C (1.230, -3.159, -0.498)  0.22
C (1.027, -4.254, 0.560)  0.30
O (0.049, -4.959, 0.594)  -0.55
N (2.161, -4.338, 1.468)  -0.33
C (3.167, -3.426, 0.921)  0.00
O (4.258, -3.309, 1.404)  -0.52
H (-1.630, -2.374, -1.842)  0.25
H (-1.247, -3.534, -0.758)  0.28
H (-0.136, -1.742, -4.030)  0.33
H (4.771, 0.598, -2.532)  0.27
H (3.441, -1.586, -4.494)  0.32
H (4.202, -1.258, -0.925)  0.25
H (1.819, -3.907, 2.341)  0.31
C (1.808, 4.494, 1.642)  -1.19
C (1.313, 3.210, 1.007)  -0.08
O (2.335, 2.204, 1.000)  -0.28
C (2.561, 1.601, 2.171)  0.71
O (1.985, 1.818, 3.207)  -0.57
O (3.557, 0.724, 1.995)  -0.26
C (3.977, 0.070, 3.193)  -0.71
H (2.725, 4.833, 1.156)  0.30
H (1.053, 5.277, 1.565)  0.37
H (2.043, 4.349, 2.698)  0.31
H (1.056, 3.398, -0.036)  0.32
H (0.412, 2.837, 1.500)  0.24
H (3.136, -0.401, 3.703)  0.30
H (4.476, 0.781, 3.853)  0.33
H (4.689, -0.704, 2.914)  0.21
C (-4.595, 5.394, -1.331)  -1.10
C (-3.156, 4.914, -1.320)  -0.20
O (-2.772, 4.446, -0.021)  -0.37
C (-3.235, 3.236, 0.315)  0.80
O (-3.923, 2.523, -0.371)  -0.56
O (-2.819, 2.966, 1.557)  -0.32
C (-3.331, 1.740, 2.083)  -0.61
H (-4.754, 6.142, -0.552)  0.29
H (-4.848, 5.828, -2.299)  0.36
H (-5.287, 4.574, -1.132)  0.30
H (-2.495, 5.749, -1.555)  0.31
H (-2.983, 4.143, -2.073)  0.31
H (-3.121, 0.904, 1.415)  0.30
H (-4.403, 1.829, 2.261)  0.25
H (-2.835, 1.554, 3.034)  0.24
C (-9.317, 1.102, 6.376)  -1.09
C (-9.360, 0.162, 5.187)  -0.17
O (-9.710, 0.857, 3.984)  -0.36
C (-8.733, 1.591, 3.438)  0.77
O (-7.610, 1.704, 3.859)  -0.55
O (-9.229, 2.197, 2.354)  -0.33
C (-8.316, 3.099, 1.727)  -0.57
H (-10.258, 1.647, 6.467)  0.29
H (-9.136, 0.548, 7.298)  0.35
H (-8.527, 1.846, 6.264)  0.31
H (-10.136, -0.588, 5.346)  0.29
H (-8.416, -0.372, 5.061)  0.30
H (-7.371, 2.607, 1.496)  0.22
H (-8.151, 3.967, 2.366)  0.30
H (-8.770, 3.433, 0.795)  0.23
C (8.086, -2.664, -5.647)  -1.08
C (7.305, -3.919, -5.983)  -0.15
O (7.533, -4.952, -5.015)  -0.37
C (6.895, -4.800, -3.849)  0.77
O (6.155, -3.895, -3.557)  -0.55
O (7.240, -5.817, -3.054)  -0.34
C (6.706, -5.725, -1.731)  -0.61
H (9.146, -2.894, -5.525)  0.31
H (7.972, -1.917, -6.435)  0.36
H (7.745, -2.224, -4.708)  0.27
H (7.646, -4.313, -6.941)  0.29
H (6.236, -3.715, -6.080)  0.27
H (5.623, -5.599, -1.751)  0.26
H (7.178, -4.901, -1.195)  0.29
H (6.938, -6.655, -1.216)  0.26

ORCA calculation (ωB97M-V/def2-TZVPD) on an isolated molecule of C2H4ClFN2S2 in a non-equilibrium geometry.

Computed properties:
- E_HOMO: -9.00 eV
- Max |F|: 0.059 hartree/bohr
- Structure (SMILES): F[C@@H](Cl)/C(=N/S)NS
- E_LUMO: 0.1 eV

Last column: natural (NBO) charge in e.
Geometry (Å):
F (-2.118, -0.810, 1.172)  -0.36
C (-1.610, -0.792, -0.192)  0.10
Cl (-2.522, 0.273, -1.154)  0.03
C (-0.166, -0.394, -0.192)  0.31
N (0.682, -1.163, -0.781)  -0.54
S (2.332, -1.048, -0.551)  0.24
N (0.234, 0.693, 0.593)  -0.80
S (0.710, 2.135, -0.312)  0.18
H (-1.742, -1.861, -0.628)  0.23
H (2.667, -0.090, 0.321)  0.08
H (-0.393, 1.000, 1.430)  0.42
H (1.927, 2.057, 0.293)  0.11

ORCA calculation (ωB97M-V/def2-TZVPD) on an isolated molecule of C9H15N3O6 in a non-equilibrium geometry.

Computed properties:
- E_HOMO: -9.92 eV
- Max |F|: 0.065 hartree/bohr
- Structure (SMILES): NC(=O)CC[C@H](N)C(=O)N[C@@H](CC(=O)O)C(=O)O
- E_LUMO: 0.3 eV

Last column: natural (NBO) charge in e.
Geometry (Å):
N (2.857, 2.240, -0.635)  -0.84
C (3.285, 0.959, -0.495)  0.68
O (4.269, 0.536, -1.011)  -0.59
C (2.464, 0.182, 0.554)  -0.50
C (1.433, -0.647, -0.170)  -0.41
C (0.705, -1.572, 0.829)  -0.12
N (-0.030, -2.834, 0.328)  -0.85
C (-0.445, -0.866, 1.580)  0.68
O (-0.403, -0.537, 2.765)  -0.59
N (-1.626, -0.718, 0.869)  -0.65
C (-2.016, -0.162, -0.410)  -0.16
C (-1.406, 1.199, -0.667)  -0.51
C (-2.221, 2.308, 0.000)  0.79
O (-1.972, 3.443, -0.242)  -0.58
O (-3.054, 1.978, 1.013)  -0.70
C (-1.947, -1.044, -1.717)  0.79
O (-1.934, -0.586, -2.845)  -0.59
O (-1.700, -2.331, -1.548)  -0.73
H (3.507, 2.933, -1.117)  0.41
H (2.045, 2.617, -0.154)  0.40
H (2.032, 0.822, 1.357)  0.22
H (3.150, -0.530, 1.102)  0.24
H (1.956, -1.272, -0.856)  0.23
H (0.755, -0.027, -0.705)  0.21
H (1.398, -1.933, 1.558)  0.22
H (-0.048, -3.583, 1.027)  0.40
H (0.386, -3.314, -0.504)  0.39
H (-2.315, -0.344, 1.593)  0.42
H (-3.087, 0.112, -0.275)  0.25
H (-1.355, 1.488, -1.649)  0.27
H (-0.406, 1.240, -0.276)  0.22
H (-3.169, 2.861, 1.455)  0.51
H (-1.106, -2.618, -0.753)  0.50

ORCA calculation (ωB97M-V/def2-TZVPD) on a cluster of 2 separate species, C5H16N2O2 in total in a non-equilibrium geometry.

Computed properties:
- E_HOMO: -8.74 eV
- Max |F|: 0.030 hartree/bohr
- Structure (SMILES): CNC[C@H](N)CCO.O
- E_LUMO: 0.8 eV

Last column: natural (NBO) charge in e.
Geometry (Å):
C (0.846, -1.441, 2.438)  -0.41
N (-0.527, -1.148, 2.054)  -0.63
C (-0.841, -1.253, 0.628)  -0.22
C (-0.809, 0.102, -0.115)  -0.06
N (-2.174, 0.439, -0.504)  -0.86
C (0.180, 0.101, -1.286)  -0.46
C (1.640, 0.175, -0.909)  -0.07
O (2.443, 0.699, -1.976)  -0.72
H (0.975, -1.122, 3.470)  0.20
H (1.117, -2.501, 2.333)  0.16
H (1.519, -0.881, 1.792)  0.19
H (-1.194, -1.653, 2.628)  0.36
H (-0.125, -1.925, 0.146)  0.17
H (-1.836, -1.686, 0.566)  0.20
H (-0.493, 0.872, 0.586)  0.19
H (-2.334, 1.312, -0.981)  0.37
H (-2.738, -0.320, -0.849)  0.37
H (-0.026, -0.661, -2.047)  0.20
H (-0.101, 1.001, -1.859)  0.22
H (1.790, 0.878, -0.086)  0.18
H (2.025, -0.812, -0.625)  0.16
H (2.414, 0.095, -2.732)  0.46
O (-0.795, 3.535, -1.076)  -0.93
H (0.136, 3.297, -1.178)  0.47
H (-1.092, 2.897, -0.418)  0.46

ORCA calculation (ωB97M-V/def2-TZVPD) on a cluster of 2 separate species, C3H9N2O2P in total in a non-equilibrium geometry.

Computed properties:
- E_HOMO (alpha / beta): -5.87 / -8.96 eV
- Max |F|: 0.126 hartree/bohr
- E_LUMO (alpha / beta): 1.0 / -2.2 eV
- Spin multiplicity: 3

Last column: natural (NBO) charge in e.
Geometry (Å):
C (-1.327, -1.821, -1.011)  -0.10
C (-0.430, -2.813, -0.321)  -0.10
C (0.836, 4.315, -0.104)  -0.47
N (1.115, -0.661, 0.732)  -1.25
N (0.650, 3.672, 0.958)  -0.36
O (-1.365, -0.729, -0.157)  -0.80
O (-0.532, -2.496, 1.062)  -0.81
P (-0.523, -0.910, 1.263)  1.51
H (-0.910, -1.622, -1.989)  0.19
H (-2.300, -2.299, -1.029)  0.18
H (-0.877, -3.868, -0.526)  0.19
H (0.629, -2.820, -0.643)  0.20
H (0.215, 4.586, -0.961)  0.25
H (1.853, 4.710, -0.305)  0.22
H (1.834, -0.994, 1.378)  0.39
H (1.362, 0.298, 0.324)  0.40
H (-0.231, 3.453, 1.328)  0.37

> Which of these has the lowest max |F|?

C5H16N2O2

> Among the records above, which one has the lowest max |F|?

C5H16N2O2

> The lowest max |F| belongs to which entry?

C5H16N2O2